DFT (the ωB97M-V functional and the def2-TZVPD basis) results for a 2-piece molecular cluster, C14H32NO2P overall.

The calculation puts the largest force on an atom at 0.69 eV Å⁻¹. As for the HOMO-LUMO gap: 2.3 eV. The calculation puts the calculated total energy at -29903.521 eV.

ORCA input file:
```
! wB97M-V def2-TZVPD RIJCOSX def2/J DEFGRID3
* xyz 0 1
C 0.23021 0.16961 -3.35657
O -0.22617 1.49361 -3.55190
C -1.54986 1.57773 -4.00995
C -2.29468 2.43584 -2.97446
C -2.45657 1.77924 -1.59833
C -3.14877 0.40751 -1.49216
P -4.46792 0.11033 -2.65204
H 1.09273 0.21973 -2.69309
H -0.54505 -0.41451 -2.84540
H 0.55011 -0.31366 -4.28786
H -1.95683 0.55104 -4.08535
H -1.62184 2.01819 -5.01064
H -1.64770 3.29929 -2.79211
H -3.22692 2.84914 -3.38835
H -2.94268 2.47306 -0.90850
H -1.45365 1.60970 -1.19557
H -2.44471 -0.42297 -1.62070
H -3.62423 0.29475 -0.51002
H -4.32479 0.71906 -3.88845
H -5.70598 0.50151 -2.16553
H -4.58713 -1.24716 -2.92213
C 1.59124 -2.95640 2.84168
C 1.66852 -1.43434 3.05114
C 3.08205 -0.95574 2.67980
C 3.37691 -0.93855 1.17423
C 2.11648 -0.67693 0.33404
C 1.00310 0.02467 1.11022
N 0.60776 -0.80008 2.23572
O -0.43720 -0.19006 2.95534
C -0.24309 0.10050 0.23414
C 1.40160 1.47589 1.46401
C 1.44799 -1.13795 4.53231
H 0.59128 -3.29613 3.11633
H 2.32892 -3.48804 3.45271
H 1.75988 -3.20946 1.79207
H 3.21546 0.04817 3.08550
H 3.81164 -1.58492 3.20022
H 4.12002 -0.16198 0.97398
H 3.83625 -1.87955 0.86199
H 2.37615 -0.07758 -0.54791
H 1.70595 -1.62223 -0.03725
H -0.61168 -0.91332 0.04247
H -0.03884 0.60373 -0.72301
H -1.01711 0.65193 0.77077
H 1.61092 2.05739 0.55796
H 2.28489 1.51490 2.09822
H 0.57282 1.93087 2.00659
H 2.23137 -1.63986 5.11456
H 0.47061 -1.48969 4.85007
H 1.48855 -0.06626 4.72120
*
```

Here are the natural (NBO) charges for atoms 1 to 8, given in e: number 1, C, carries -0.2474; number 2, O, carries -0.5410; number 3, C, carries -0.0587; number 4, C, carries -0.4427; number 5, C, carries -0.4339; number 6, C, carries -0.7317; number 7, P, carries 0.8349; number 8, H, carries 0.2206



DFT (the ωB97M-V functional and the def2-TZVPD basis) results for a 7-piece molecular cluster, C45H36Cl2FN3O29S2 overall in a non-equilibrium geometry.

The calculation puts the largest force on an atom at 9.39 eV Å⁻¹. As for the HOMO-LUMO gap: 6.2 eV. The calculation puts the calculated total energy at -160511.883 eV.

ORCA input file:
```
! wB97M-V def2-TZVPD RIJCOSX def2/J DEFGRID3
* xyz 0 1
C 0.93500 2.57257 1.80205
C -0.20858 3.77418 1.68153
Cl 0.67539 5.33411 2.28208
C -1.53241 3.48212 2.65825
Cl -1.07247 4.26973 4.31451
C -2.93728 4.06243 2.04382
S -2.78070 5.85265 1.43659
O -4.16489 6.46647 1.01861
O -2.22449 6.82007 2.55195
F -1.74337 6.04115 0.08442
N -3.78899 4.18914 3.32469
C -5.29427 4.18485 2.99377
N -6.26326 4.91030 3.64085
N -5.32706 3.25851 1.79926
C -6.24008 2.05401 1.85156
C -6.03096 1.09701 3.18391
O -4.87078 0.99974 3.87464
C -3.93884 3.06205 1.19796
S -3.36301 1.26403 0.90463
C -4.22992 3.52343 -0.38324
O -3.25463 3.83754 -1.25684
O -5.62334 3.56456 -0.93898
H 0.52536 1.59191 2.29577
H 1.84678 2.96394 2.45719
H 1.39202 2.39937 0.71672
H -0.48438 3.84403 0.54486
H -1.51813 2.32579 2.85962
H -3.73855 5.11039 3.81508
H -7.22442 5.05854 3.26235
H -5.98020 5.40925 4.53764
H -6.24792 1.42325 0.84211
H -7.35039 2.48279 1.94411
H -6.96232 0.48373 3.60962
H -4.34634 0.57936 0.15185
C 4.22754 0.74131 0.95170
C 5.37585 0.08103 1.11334
C 5.68498 -1.13952 0.31814
O 6.75651 -1.71411 0.47520
C 4.67123 -1.61548 -0.63599
C 3.52154 -0.95703 -0.79498
C 3.22452 0.27871 -0.01982
O 2.16683 0.87247 -0.20117
O 2.56328 -1.40033 -1.68797
O 6.32228 0.50833 2.02646
H 3.99087 1.63110 1.52142
H 4.90113 -2.51377 -1.19453
H 1.82586 -0.75519 -1.62084
H 7.06214 -0.13336 1.95493
C -5.44493 -1.05241 8.34496
C -5.36546 -0.52247 9.56708
C -5.07787 0.92516 9.76537
O -5.02971 1.38719 10.89992
C -4.85499 1.75355 8.57009
C -4.93108 1.22269 7.34819
C -5.24586 -0.21869 7.14949
O -5.32719 -0.67380 6.01352
O -4.72005 1.99488 6.22063
O -5.54879 -1.30037 10.69552
H -5.65549 -2.10255 8.18628
H -4.62923 2.80022 8.72901
H -4.83144 1.38281 5.46072
H -5.44336 -0.68704 11.45511
C 8.93807 -3.04904 -5.14937
C 8.26104 -3.86940 -5.95520
C 7.01372 -4.54443 -5.50114
O 6.40295 -5.27797 -6.27047
C 6.56163 -4.30189 -4.12223
C 7.24072 -3.48421 -3.31545
C 8.47233 -2.78802 -3.77866
O 9.06476 -2.02802 -3.01998
O 6.82297 -3.25391 -2.01751
O 8.69412 -4.12166 -7.24397
H 9.84492 -2.55009 -5.46718
H 5.66356 -4.81269 -3.79930
H 7.47813 -2.62726 -1.63993
H 8.03565 -4.74354 -7.62341
C -5.07352 5.04143 -4.17797
C -4.74378 6.27247 -3.78231
C -4.81087 7.42956 -4.71733
O -4.51981 8.55216 -4.31975
C -5.22646 7.17121 -6.10483
C -5.55283 5.93953 -6.50119
C -5.51217 4.78772 -5.55895
O -5.83557 3.67044 -5.94785
O -5.94165 5.68919 -7.80439
O -4.32805 6.51821 -2.48659
H -5.03147 4.19172 -3.50824
H -5.25373 8.01799 -6.77859
H -6.12616 4.72529 -7.84096
H -4.14937 7.48304 -2.44851
C -6.94493 -6.00997 3.76615
C -6.86546 -5.48003 4.98827
C -6.57787 -4.03241 5.18655
O -6.52971 -3.57037 6.32111
C -6.35499 -3.20401 3.99128
C -6.43108 -3.73487 2.76938
C -6.74586 -5.17625 2.57067
O -6.82719 -5.63136 1.43471
O -6.22005 -2.96268 1.64182
O -7.04879 -6.25793 6.11670
H -7.15549 -7.06012 3.60747
H -6.12923 -2.15735 4.15020
H -6.33144 -3.57475 0.88191
H -6.94336 -5.64460 6.87630
C 13.78222 -6.43179 -8.57679
C 14.10305 -6.85378 -7.35216
C 13.18381 -6.65055 -6.19833
O 13.49765 -7.06611 -5.08845
C 11.91732 -5.94275 -6.44252
C 11.59825 -5.51779 -7.66655
C 12.50499 -5.74553 -8.82504
O 12.17593 -5.35951 -9.94167
O 10.41086 -4.84953 -7.90260
O 15.30294 -7.49724 -7.11064
H 14.43995 -6.57488 -9.42487
H 11.26657 -5.78596 -5.59183
H 10.41155 -4.64806 -8.86380
H 15.29946 -7.70400 -6.15068
*
```

Here are the Mulliken charges for atoms 1 to 8, given in e: number 1, C, carries -0.9597; number 2, C, carries 0.0616; number 3, Cl, carries -0.1537; number 4, C, carries -0.6591; number 5, Cl, carries -0.1228; number 6, C, carries 0.3085; number 7, S, carries 1.4713; number 8, O, carries -0.5696



Number 1: HOMO energy -3.5 eV. Number 2: HOMO energy -8.2 eV.